# 1
DFT (the ωB97M-V functional and the def2-TZVPD basis) results for a structure of composition C5H5N at a distorted geometry.

```
11
Properties=species:S:1:pos:R:3:forces:R:3:lowdin_charge:R:1
C -0.1806 1.8552 -0.1802 -0.888 1.933 -3.009 -0.078
C 0.1399 -2.4235 0.8674 -0.157 1.669 -3.348 0.123
C -0.4288 0.7195 -1.0456 0.402 0.926 2.309 -0.061
C 0.1179 -1.5206 -0.1625 -1.560 -0.088 0.361 -0.200
C 0.3575 1.0648 0.7612 -1.129 -1.229 -1.574 -0.002
N 0.0181 -0.1296 -0.0980 1.579 -1.165 2.262 -0.127
H -0.4114 2.8952 -0.4701 0.510 -0.650 1.001 0.101
H 0.6480 -2.3051 1.7660 0.673 -0.064 1.678 -0.022
H -0.5381 0.3640 -1.9920 -0.708 -0.158 -2.810 0.081
H -0.2313 -1.6983 -1.2162 0.613 -0.905 1.014 0.114
H 0.5087 1.1785 1.7700 0.666 -0.271 2.116 0.071
```
Forces are in eV/Å.

Electronic energy ... -6748.4238 eV

# 2
DFT (the ωB97M-V functional and the def2-TZVPD basis) results for a structure of composition C17H34Br4Cl4InO5Tl at a distorted geometry.

```
66
Properties=species:S:1:pos:R:3:forces:R:3:lowdin_charge:R:1
Tl -2.1383 1.7941 -0.5022 0.750 -0.273 0.044 0.283
In -2.9919 0.1394 1.5287 -0.572 -0.361 0.333 0.619
Br -4.8932 2.2428 0.6538 0.818 -0.601 -0.360 0.043
Br -2.1025 -1.1664 -1.9069 0.042 1.633 0.380 -0.164
Br -0.4825 3.8414 -0.7272 -1.007 -1.065 -0.077 0.026
Br 4.8005 -2.0344 -3.8709 0.556 -0.005 0.605 1.013
C 1.7110 -3.5541 1.0742 -1.250 0.574 -0.654 -0.973
Cl 0.3932 -3.7468 -0.0862 -0.248 -0.001 -0.558 0.530
Cl 1.7162 -1.9183 1.7046 0.342 0.284 0.208 0.594
H 1.4353 -4.2367 1.8269 0.403 -0.670 1.087 0.006
H 2.6195 -3.7468 0.5687 0.876 -0.275 -0.177 0.016
C 4.6650 4.7288 1.5313 -0.449 -0.695 1.722 -1.078
Cl 5.6272 3.8100 0.4257 0.348 -0.204 -0.608 0.540
Cl 2.9752 4.8795 1.0856 -0.532 -0.062 -0.369 0.499
H 4.6797 4.2055 2.5050 0.054 0.294 -0.590 0.037
H 5.0255 5.7183 1.6761 0.552 0.651 -0.199 0.018
C -4.0009 1.0459 6.0134 2.484 -0.999 -0.880 0.029
C -4.0498 1.1979 4.5224 -0.054 0.920 0.903 -0.429
O -3.2839 0.6072 3.7645 0.506 -1.033 -0.553 -0.055
C -4.9737 2.2220 4.0356 -0.051 0.357 -2.487 -0.043
H -4.9490 0.7028 6.3170 -1.160 -0.805 0.588 0.092
H -3.9057 2.0184 6.4595 0.206 0.581 0.158 0.101
H -3.1299 0.3887 6.3152 -1.275 0.634 -0.142 0.116
H -4.3527 2.9338 3.4424 -0.335 -0.362 0.352 0.094
H -5.4609 2.7933 4.7829 -0.645 0.161 0.778 0.086
H -5.6716 1.8246 3.2481 0.454 0.278 0.983 0.070
C 2.5572 3.8668 -3.1602 -0.322 0.864 1.102 -0.042
C 3.4291 3.1837 -4.1836 -0.816 0.636 0.655 -0.503
O 3.5041 1.9766 -4.2302 0.319 -0.553 -0.521 0.029
C 4.1570 4.1338 -5.1049 0.489 0.710 1.000 -0.018
H 2.2807 4.9021 -3.5359 -0.084 -1.372 0.625 0.102
H 3.1811 4.0359 -2.2423 -0.125 0.062 -0.769 0.088
H 1.7075 3.2678 -2.7250 0.722 0.541 -1.052 0.049
H 4.0854 5.1999 -4.6924 0.396 -1.578 -0.780 0.110
H 3.6731 4.0882 -6.0678 -0.207 0.119 -0.424 0.083
H 5.1941 3.7805 -5.2287 -0.341 0.379 0.033 0.092
C -0.3662 -1.1860 4.1228 0.111 0.343 0.313 -0.039
C -1.2160 -2.1759 3.3804 -0.300 0.011 -0.383 -0.445
O -1.6937 -1.9230 2.2691 0.155 0.463 0.875 -0.077
C -1.5728 -3.4716 4.0774 0.793 1.049 0.245 0.031
H -1.0281 -0.6616 4.8253 -0.067 -0.038 -0.120 0.087
H 0.0829 -0.4222 3.4601 -0.252 -0.579 0.318 0.079
H 0.3880 -1.6645 4.7689 -0.177 0.107 -0.500 0.103
H -2.0693 -4.1679 3.4419 -0.362 -0.381 -0.517 0.078
H -2.2071 -3.1965 4.9211 -0.124 -0.063 0.080 0.109
H -0.6740 -3.9064 4.5051 0.078 -0.167 0.058 0.097
C -3.4220 -3.1628 0.3646 -0.172 -0.479 0.310 -0.084
C -4.3714 -2.6862 1.3921 -0.687 -0.218 0.458 -0.382
O -4.3629 -1.5554 1.9345 0.376 -0.134 -0.840 -0.052
C -5.4217 -3.6648 1.8403 -0.066 0.579 2.036 0.020
H -3.9608 -3.1941 -0.5706 -0.203 0.304 -0.532 0.097
H -3.0977 -4.1910 0.4896 -0.339 -0.347 0.519 0.111
H -2.5214 -2.6102 0.2867 0.373 0.748 -0.245 -0.051
H -6.2505 -3.2081 2.4594 1.236 -0.342 -0.537 0.121
H -4.8500 -4.4220 2.4414 -0.561 0.570 -0.254 0.120
H -5.8960 -4.2258 1.0761 -0.113 -0.400 -1.137 0.085
C 5.0515 -0.9198 -7.7344 -2.553 -2.199 0.201 0.071
C 4.4124 -1.0803 -6.3982 0.837 0.611 0.702 -0.321
O 5.3158 -1.3793 -5.5050 -0.757 -0.169 -0.867 -0.420
C 3.0572 -0.8940 -5.9373 -0.654 0.220 1.376 -0.022
H 5.2950 -2.0128 -7.8992 -0.029 0.979 -0.460 0.154
H 5.9364 -0.3892 -7.6677 1.866 1.034 0.142 0.087
H 4.3738 -0.5456 -8.5102 0.199 -0.158 0.338 0.121
H 2.8385 -1.4995 -5.0450 0.045 0.041 -0.580 0.037
H 2.1663 -0.8292 -6.5110 -0.168 -0.468 -1.541 0.110
H 3.0328 0.1196 -5.4960 0.669 0.322 0.184 0.117
```
Forces are in eV/Å.

Electronic energy ... -368529.2880 eV
Net charge ... +2

# 3
DFT (the ωB97M-V functional and the def2-TZVPD basis) results for a cluster of 2 separate species, C14H16N in total at a distorted geometry.

```
31
Properties=species:S:1:pos:R:3:forces:R:3:lowdin_charge:R:1
C -1.3466 -1.0938 1.6490 0.140 -0.083 -0.763 -0.019
C -0.5514 0.1554 1.7697 -0.631 -0.109 0.798 -0.134
C -1.3354 1.3739 2.1132 0.265 0.267 -0.920 0.009
C 0.8477 0.1432 1.7462 1.081 0.124 -0.225 -0.158
C 1.6183 1.3424 1.6272 -0.469 -0.356 0.039 0.032
C 2.9883 1.3111 1.6600 0.148 0.253 -0.077 -0.034
C 3.6627 0.1086 1.8201 -0.257 0.031 -0.005 0.001
C 2.9518 -1.0790 1.9223 0.112 -0.266 0.140 -0.032
C 1.5824 -1.0770 1.8724 -0.478 0.343 -0.054 0.033
H -0.8412 -1.8403 1.0363 -0.019 0.031 0.154 0.090
H -1.5533 -1.5220 2.6305 0.011 0.081 0.204 0.124
H -2.3039 -0.8807 1.1709 0.029 0.069 0.149 0.100
H -0.7907 2.2980 1.9294 -0.022 -0.051 0.177 0.083
H -2.2621 1.4111 1.5390 -0.005 -0.124 0.080 0.107
H -1.6075 1.3506 3.1702 0.057 -0.199 0.121 0.128
H 1.1227 2.2809 1.4530 -0.065 0.160 0.037 0.114
H 3.5545 2.2224 1.5494 -0.012 0.121 -0.001 0.122
H 4.7390 0.0974 1.8641 0.171 -0.007 -0.015 0.126
H 3.4879 -2.0039 2.0639 -0.012 -0.131 -0.023 0.123
H 1.0501 -2.0038 1.9942 -0.069 -0.175 -0.034 0.120
N -1.1272 -0.1437 -1.7400 0.088 0.047 0.549 0.048
C -1.8070 -1.1335 -2.2919 -0.300 -0.539 0.318 -0.165
C -2.0383 -1.2559 -3.6418 -0.311 -0.463 -0.251 -0.064
C -1.5424 -0.3026 -4.4953 -0.044 -0.021 -0.278 -0.061
C -0.8323 0.7312 -3.9383 0.232 0.427 -0.368 -0.065
C -0.6541 0.7652 -2.5751 0.383 0.580 0.149 -0.164
H -2.1960 -1.8843 -1.6192 -0.073 -0.126 0.126 0.100
H -2.6003 -2.0896 -4.0233 -0.130 -0.203 0.009 0.109
H -1.7034 -0.3642 -5.5610 -0.012 -0.003 -0.070 0.117
H -0.4189 1.5055 -4.5604 0.112 0.194 -0.043 0.108
H -0.0935 1.5774 -2.1346 0.080 0.127 0.080 0.100
```
Forces are in eV/Å.

Electronic energy ... -16260.2518 eV
Net charge ... +1

# 4
DFT (the ωB97M-V functional and the def2-TZVPD basis) results for the molecule C4H3NO3 at a distorted geometry.

```
11
Properties=species:S:1:pos:R:3:forces:R:3:lowdin_charge:R:1
C 1.3657 0.3133 0.5985 1.089 -2.595 -1.873 -0.499
C -0.6437 -0.2035 -0.4675 -0.898 -0.521 2.108 -0.376
C -1.5070 -1.1807 -0.7491 0.651 0.340 -0.095 0.124
O 0.6844 -0.2321 -0.6846 1.830 1.260 1.631 0.029
O 2.2718 1.2091 0.2612 0.228 0.253 0.199 0.172
C -0.9920 0.8475 0.5003 -2.037 0.529 -0.969 -0.174
O 1.2333 -0.2267 1.6412 -0.647 0.885 -0.628 0.212
N -1.4909 1.6969 1.1037 0.690 -0.472 -0.067 0.201
H 2.7675 0.9811 -0.5449 -0.702 0.096 -0.014 0.154
H -1.1685 -2.0697 -1.2574 0.026 0.022 -0.202 0.079
H -2.5207 -1.1352 -0.4014 -0.229 0.203 -0.092 0.078
```
Forces are in eV/Å.

Electronic energy ... -11827.0390 eV
Structure (SMILES) ... C=C(C#N)OC(=O)O

# 5
DFT (the ωB97M-V functional and the def2-TZVPD basis) results for a structure of composition C44H32GeMoN5O2S at a distorted geometry.

```
86
Properties=species:S:1:pos:R:3:forces:R:3:lowdin_charge:R:1
Mo -1.0246 2.1514 0.9879 1.909 -0.904 -1.493 1.129
C 1.3991 3.4720 -2.0777 1.199 2.131 0.300 -0.141
C 0.7763 3.3592 -3.3461 -0.871 -1.742 -1.303 -0.137
C -0.5146 2.8487 -3.4246 0.997 -0.160 -1.434 -0.046
C -1.1216 2.2786 -2.2441 -1.773 0.881 0.561 -0.355
N -0.5510 2.5771 -0.9930 0.817 1.007 -0.590 -0.126
C 0.5815 3.3487 -0.9810 1.088 -0.133 -0.651 -0.236
N -2.3473 1.7564 -2.2983 2.085 -0.488 -0.873 0.120
C -2.9475 1.2470 -1.2340 -1.069 0.136 3.635 -0.303
N -2.6296 1.4490 0.1756 -2.342 -0.613 -0.502 -0.093
C -3.7622 1.1135 1.0068 1.128 -0.314 -1.667 -0.310
N -4.0313 1.5563 2.2403 0.812 1.566 0.752 0.106
C -3.3407 2.5277 2.8631 -0.107 -0.084 -0.045 -0.340
C -4.0078 3.3113 3.8843 0.041 0.159 -0.169 -0.024
C -3.2695 4.2807 4.5693 -1.566 -1.835 -1.503 -0.136
C -1.9734 4.5800 4.1811 2.545 -0.345 -0.348 -0.136
C -1.2672 3.7639 3.2767 -2.911 2.013 0.799 -0.187
N -1.9957 2.8695 2.5574 -0.584 -1.155 1.719 -0.184
C -4.7181 0.4601 0.1842 1.277 1.613 -2.318 -0.131
C -6.0729 0.1990 0.2915 -1.712 -0.961 -3.094 -0.033
C -6.7801 -0.1421 -0.9252 -0.636 -0.405 2.371 -0.121
C -6.1807 -0.2442 -2.1849 -1.168 -0.542 -0.978 -0.167
C -4.9064 0.1732 -2.3470 1.651 0.663 0.245 -0.087
C -4.2105 0.6241 -1.1987 -0.270 -0.922 -0.090 -0.134
H 2.4002 4.0398 -2.0502 -1.746 -0.912 0.324 0.112
H 1.3778 3.5295 -4.2675 -0.732 0.211 0.749 0.098
H -1.0369 2.7455 -4.4401 0.715 0.113 1.829 0.121
H 0.8257 3.9913 -0.1141 -0.150 -1.039 0.147 0.098
H -5.1320 3.1486 3.9295 1.740 0.118 0.524 0.119
H -3.6613 4.7741 5.4120 -0.774 0.851 0.631 0.072
H -1.5263 5.4740 4.6073 0.365 -0.366 0.141 0.082
H -0.2424 3.9896 2.9690 -0.185 -0.266 0.080 0.093
H -6.6349 0.2820 1.1858 -0.226 -0.048 0.864 0.079
H -7.8609 -0.4463 -0.9143 1.067 0.478 0.476 0.087
H -6.8012 -0.6403 -3.0280 0.666 0.467 0.718 0.100
H -4.3209 0.2228 -3.2793 -0.738 -0.074 0.275 0.101
O 4.7831 -0.1264 1.5869 -1.038 0.361 0.484 0.120
C 3.6186 0.1358 1.7322 -0.651 0.062 -2.947 -0.342
O 2.8570 0.3360 0.4592 3.761 0.228 2.689 -0.127
C 2.8850 0.4321 2.9582 -0.916 0.480 1.508 -0.142
C 3.5976 0.7722 4.1132 0.735 0.316 0.304 -0.005
C 2.9978 1.1743 5.3144 0.053 -0.561 -1.552 -0.087
C 1.6373 1.2252 5.3651 -2.117 -0.845 -0.161 -0.076
C 0.8324 0.8484 4.2568 0.108 0.419 -0.323 -0.084
C 1.4707 0.5027 3.0618 0.761 -0.167 -1.065 -0.424
S 0.4331 0.1981 1.6218 -1.570 0.676 -0.199 0.872
H 4.6738 0.7899 4.0494 0.235 -0.186 -0.060 0.114
H 3.4882 1.4114 6.2271 0.963 0.147 0.210 0.094
H 1.2158 1.4427 6.3499 -0.363 0.137 -0.536 0.111
H -0.2820 0.8805 4.1855 1.005 0.106 0.579 0.113
C 1.5836 -0.0359 0.1357 -0.075 -1.756 1.795 -0.563
Ge 1.6206 -1.9001 -0.7776 -0.011 0.970 -0.189 1.069
C 2.8509 -1.5484 -2.2508 -2.415 -0.022 -1.017 -0.251
C 4.1339 -1.2256 -1.9515 1.065 0.663 0.269 -0.110
C 4.9786 -0.9112 -2.9988 0.837 0.432 1.880 -0.107
C 4.5915 -0.9223 -4.2891 2.214 -0.351 -2.340 -0.131
C 3.3146 -1.2259 -4.6420 -1.616 0.571 0.908 -0.096
C 2.4057 -1.4687 -3.6077 1.066 -0.402 -0.008 -0.068
C 2.4767 -3.4229 0.1357 -1.273 0.463 0.217 -0.259
C 3.5633 -3.2990 0.9856 0.839 -0.286 0.174 -0.082
C 4.2770 -4.4594 1.3563 1.059 2.025 0.682 -0.107
C 3.7375 -5.6747 1.1818 -1.484 -1.540 -0.451 -0.123
C 2.5181 -5.7912 0.4784 0.220 -0.409 -0.754 -0.077
C 1.9261 -4.6863 -0.1742 1.497 -0.560 0.652 -0.094
C -0.1371 -2.1616 -1.5363 -2.088 -0.116 0.341 -0.258
C -0.6742 -1.2702 -2.4939 0.907 -0.803 0.593 -0.117
C -1.9652 -1.3863 -2.9393 -0.261 0.692 -1.230 -0.119
C -2.8308 -2.3730 -2.5377 -0.008 -0.607 0.119 -0.079
C -2.3714 -3.2400 -1.5442 -0.084 -0.005 -0.049 -0.077
C -1.0843 -3.0865 -1.0122 0.700 0.208 -0.003 -0.109
H 1.3323 0.7122 -0.5642 -1.138 0.565 -1.028 0.039
H 4.5187 -1.0688 -0.9279 -0.423 -0.440 -0.553 0.104
H 5.9247 -0.5320 -2.6802 0.871 -0.056 -0.335 0.098
H 5.3749 -0.8214 -5.0804 -0.785 0.408 0.670 0.118
H 2.9548 -1.0310 -5.6392 -0.001 -0.479 -0.280 0.100
H 1.3990 -1.6214 -3.9537 -0.372 -0.201 0.585 0.079
H 3.9398 -2.3411 1.3742 -0.184 -0.455 -0.678 0.088
H 5.2872 -4.3865 1.7837 -0.612 0.228 0.142 0.111
H 4.2145 -6.5742 1.5948 -0.199 0.404 -0.366 0.107
H 2.2028 -6.8321 0.3577 -0.458 0.505 -0.238 0.096
H 1.1815 -4.7530 -0.9772 0.053 -0.297 0.719 0.097
H -0.0842 -0.5097 -2.9640 0.358 0.430 0.099 0.086
H -2.2588 -0.6824 -3.7153 -0.150 -0.036 0.241 0.102
H -3.8127 -2.4473 -3.0366 0.554 -0.103 0.663 0.114
H -3.0190 -4.0472 -1.2058 0.162 0.218 0.192 0.099
H -0.7701 -3.6697 -0.1394 -0.276 -0.131 -0.438 0.091
```
Forces are in eV/Å.

Electronic energy ... -126895.0089 eV
Spin multiplicity ... 3
Net charge ... -1

# 6
DFT (the ωB97M-V functional and the def2-TZVPD basis) results for the molecule C15H20N2O at a distorted geometry.

```
38
Properties=species:S:1:pos:R:3:forces:R:3:lowdin_charge:R:1
O 2.8829 0.8802 1.8061 0.329 -1.962 -0.721 0.064
C 2.2533 1.9068 1.7672 -0.104 -1.618 0.662 -0.508
C -0.6196 -1.0290 -0.4893 -0.414 -1.049 0.724 -0.032
C 0.2329 0.6823 1.1419 -2.797 -3.491 0.690 -0.220
C -0.8151 0.2591 1.9297 -0.398 0.693 0.213 0.014
C -1.6270 -2.2585 -2.4501 2.368 1.771 2.888 -0.018
C -1.6567 -1.4838 0.3203 2.481 2.081 -2.996 -0.216
C -0.4879 -1.6543 -1.8669 -4.328 -1.266 -0.193 -0.164
N 0.9026 1.8790 1.4547 2.339 -1.104 -0.368 -0.075
N 0.4407 -0.1311 -0.0158 -0.595 0.486 -0.822 0.013
C 3.0292 3.0543 2.2775 0.975 2.597 -2.089 -0.002
C -1.7805 -0.9359 1.6417 -0.318 2.319 1.079 -0.154
C 0.1358 3.0460 1.5272 -1.242 1.138 -2.970 -0.066
C -2.8993 -2.2395 -1.6363 -0.640 0.252 -1.904 -0.232
C -2.6477 -2.4591 -0.1914 0.452 -1.149 0.584 -0.175
C 0.7036 -1.5273 -2.6822 1.179 -0.107 0.450 -0.181
C 1.6640 -0.0126 -0.8231 -0.959 -4.452 -0.419 -0.122
C 1.3561 -0.1968 -2.3359 1.483 -0.018 0.183 -0.155
H -1.1971 0.8960 2.7766 0.876 -0.576 -0.920 0.116
H -1.5811 -2.8516 -3.3634 0.136 0.545 0.009 0.105
H 2.3782 3.8178 2.6572 -0.011 0.693 0.437 0.051
H 3.7313 2.6814 3.0208 -0.253 0.066 -0.078 0.089
H 3.6912 3.5628 1.4098 -1.607 -1.212 1.818 0.147
H -1.6636 -1.7441 2.3157 0.266 -0.797 1.368 0.100
H -2.8434 -0.5914 1.7888 0.804 -0.133 0.051 0.127
H 0.6518 3.7665 0.8435 -0.860 0.065 0.519 0.107
H 0.1090 3.4683 2.5039 -0.643 0.280 0.843 0.079
H -0.8485 2.7119 1.0443 1.069 1.351 1.162 0.132
H -3.5098 -2.9959 -2.1060 -0.544 -0.569 0.364 0.097
H -3.5142 -1.3100 -1.7987 0.806 -0.372 0.157 0.134
H -2.1015 -3.4451 -0.0433 -1.074 0.492 -0.102 0.153
H -3.6101 -2.4270 0.3592 0.706 -0.162 0.010 0.128
H 0.3336 -1.5658 -3.7092 0.739 -0.035 -0.085 0.116
H 1.4257 -2.3664 -2.4659 -0.486 0.783 -0.368 0.143
H 2.3884 -0.7929 -0.4453 -0.538 0.467 -0.581 0.141
H 2.0808 0.8530 -0.5226 1.511 3.171 0.181 0.057
H 2.1957 -0.1122 -3.0254 0.797 0.048 0.645 0.109
H 0.8162 0.6652 -2.6156 -1.504 0.773 -0.420 0.100
```
Forces are in eV/Å.

Electronic energy ... -20904.1891 eV
Structure (SMILES) ... CC(=O)N(C)C1=CCC2=C3C(=CCC2)CCCN13